Molecular formula: C7H13NO
Method: DFT, ωB97M-V/def2-TZVPD

Output
Calculated total energy ... -404.2781 hartree
Relative energy (zero: lowest compared OMol25 entry of this formula, charge and spin) ... 654.70 kJ/mol
Charge ... 0

Structure (XYZ):
```
22
C7H13NO ωB97M-V/def2-TZVPD
C 1.05998 -0.15127 -0.14307
C 1.63655 -1.47512 -0.56225
C 1.15354 0.95941 -1.16413
C -1.88101 1.21585 1.64969
C -0.95166 -0.60282 -0.17062
C -0.87396 -0.97605 1.20981
C -1.44300 -0.72797 -1.41579
O 1.67228 0.21138 1.06856
N -1.89454 -0.11317 1.03076
H 1.64508 1.16853 1.18484
H -0.10514 -0.93520 1.97155
H 1.22274 -1.80594 -1.51364
H 2.72352 -1.38678 -0.67213
H 1.43324 -2.24054 0.18971
H 0.64026 1.86078 -0.81967
H 2.21077 1.20830 -1.31659
H 0.71608 0.67654 -2.11692
H -0.96606 1.76330 1.39868
H -1.94345 1.10728 2.73524
H -2.73997 1.78998 1.30334
H -0.84591 -1.09500 -2.23784
H -2.46935 -0.45150 -1.60952
```

Atomic partial charges in e from the Löwdin method, atoms 1 to 6: atom 1 (C): -0.46, atom 2 (C): -0.04, atom 3 (C): -0.05, atom 4 (C): -0.07, atom 5 (C): -0.31, atom 6 (C): -0.04